10
Properties=species:S:1:pos:R:3:forces:R:3:nbo_charge:R:1 method="wB97M-V/def2-TZVPD" de_lowest_ev=4.638 total_charge=0 lumo_ev=0.3 orbital_gap_ev=8.38 homo_ev=-8.120
O 1.99908 -0.77951 -0.06522 0.335 0.391 -0.463 -0.61
C 0.90527 -0.21697 -0.46350 0.348 0.897 0.393 0.53
C -0.18994 -0.32671 -1.21856 0.201 -0.249 0.825 -0.18
N -1.30539 -0.21956 -0.43113 -1.096 0.975 -0.569 -0.55
C -1.14597 0.46269 0.69397 -0.371 -0.235 -0.129 0.24
N 0.01299 0.67045 1.25868 -0.148 -0.641 -0.689 -0.72
H 2.15101 -1.65153 -0.46653 -0.378 -0.036 0.214 0.50
H -0.32623 -0.28924 -2.31479 0.503 -0.466 0.739 0.24
H -2.07061 0.90311 1.06239 0.049 -0.085 0.312 0.17
H -0.03022 1.44726 1.94469 0.558 -0.551 -0.634 0.38

---

10
Properties=species:S:1:pos:R:3:forces:R:3:nbo_charge:R:1 method="wB97M-V/def2-TZVPD" de_lowest_ev=1.924 total_charge=0 lumo_ev=0.8 orbital_gap_ev=9.35 smiles=Oc1cn[nH]c1 homo_ev=-8.586
O 2.00953 -0.00691 0.04004 0.787 -0.089 -1.124 -0.66
C 0.68807 0.05109 -0.26312 -0.281 0.128 0.656 0.20
C -0.06168 1.23973 -0.48549 0.059 0.086 0.424 -0.10
N -1.31340 1.05711 -0.10258 0.030 -0.122 -0.329 -0.24
N -1.41869 -0.25097 0.18958 -0.287 -0.199 -0.123 -0.35
C -0.22880 -0.90929 0.04807 0.144 0.163 0.443 -0.16
H 2.22178 -0.90804 0.30990 0.051 0.142 -0.059 0.48
H 0.25216 2.20632 -0.86811 0.067 -0.260 0.284 0.22
H -2.05324 -0.50734 0.92974 -0.431 -0.039 -0.473 0.40
H -0.09575 -1.97171 0.20196 -0.139 0.190 0.300 0.21

---

10
Properties=species:S:1:pos:R:3:forces:R:3:nbo_charge:R:1 method="wB97M-V/def2-TZVPD" de_lowest_ev=2.503 total_charge=0 lumo_ev=0.6 orbital_gap_ev=9.79 homo_ev=-9.221
O 2.13587 0.14825 -0.49721 -0.247 -0.720 -0.760 -0.65
C 0.93125 -0.05882 -0.36116 -0.060 0.510 0.617 0.60
C 0.29504 0.73439 0.75727 -0.662 0.137 0.352 -0.34
N -1.16422 0.43635 0.86215 0.330 -0.780 -0.981 -0.36
C -1.55112 -0.38228 0.04031 2.515 -0.325 -1.162 0.37
N 0.04132 -0.83899 -0.98504 -0.546 0.575 0.836 -0.77
H 0.81116 0.46578 1.68547 -0.356 0.207 -0.052 0.24
H 0.46004 1.79621 0.54426 -0.258 -0.179 0.275 0.24
H -2.44564 -0.91779 -0.29399 0.557 0.353 0.221 0.24
H 0.48629 -1.38309 -1.75207 -1.273 0.221 0.654 0.41

---

10
Properties=species:S:1:pos:R:3:forces:R:3:nbo_charge:R:1 method="wB97M-V/def2-TZVPD" de_lowest_ev=4.950 total_charge=0 lumo_ev="-1.0 / -1.8" orbital_gap_ev="7.66 / 6.72" homo_ev="-8.662 / -8.499"
O 2.29284 0.13502 -0.62037 0.139 0.661 0.096 -0.65
C 0.96282 -0.14706 -0.34854 0.403 -0.747 0.069 0.36
N 0.90188 -1.43347 -0.16685 -1.781 0.104 0.374 -0.07
N -1.30852 -1.05446 0.41422 0.305 0.523 0.358 -0.58
C -1.27064 0.21911 0.16525 -0.152 -0.155 0.024 0.08
C -0.06109 0.77861 -0.26206 0.247 0.116 -0.153 -0.43
H 2.75878 0.18133 0.22980 -0.053 -0.040 -0.277 0.49
H -2.23401 -1.37347 0.73720 0.721 -0.318 -0.467 0.37
H -2.14087 0.87167 0.31009 0.104 -0.259 -0.098 0.19
H 0.09881 1.82269 -0.45875 0.067 0.115 0.074 0.24